{"formula": "C78H166N8O18", "method": "ωB97M-V with the def2-TZVPD basis set", "largest_force_ev_per_a": 10.756, "multiplicity": 1, "gap_ha": 0.113, "total_charge": 2, "symbols": ["C", "C", "C", "N", "C", "C", "C", "C", "C", "C", "H", "H", "H", "H", "H", "H", "H", "H", "H", "H", "H", "H", "H", "H", "H", "H", "H", "H", "H", "H", "C", "C", "C", "N", "C", "C", "C", "C", "C", "C", "H", "H", "H", "H", "H", "H", "H", "H", "H", "H", "H", "H", "H", "H", "H", "H", "H", "H", "H", "H", "C", "C", "C", "N", "C", "C", "C", "C", "C", "C", "H", "H", "H", "H", "H", "H", "H", "H", "H", "H", "H", "H", "H", "H", "H", "H", "H", "H", "H", "H", "C", "C", "C", "N", "C", "C", "C", "C", "C", "C", "H", "H", "H", "H", "H", "H", "H", "H", "H", "H", "H", "H", "H", "H", "H", "H", "H", "H", "H", "H", "C", "C", "C", "N", "C", "C", "C", "C", "C", "C", "H", "H", "H", "H", "H", "H", "H", "H", "H", "H", "H", "H", "H", "H", "H", "H", "H", "H", "H", "H", "C", "C", "C", "N", "C", "C", "C", "C", "C", "C", "H", "H", "H", "H", "H", "H", "H", "H", "H", "H", "H", "H", "H", "H", "H", "H", "H", "H", "H", "H", "C", "C", "C", "N", "C", "C", "C", "C", "C", "C", "H", "H", "H", "H", "H", "H", "H", "H", "H", "H", "H", "H", "H", "H", "H", "H", "H", "H", "H", "H", "C", "C", "C", "N", "C", "C", "C", "C", "C", "C", "H", "H", "H", "H", "H", "H", "H", "H", "H", "H", "H", "H", "H", "H", "H", "H", "H", "H", "H", "H", "O", "C", "O", "O", "H", "O", "C", "O", "O", "H", "O", "C", "O", "O", "H", "O", "C", "O", "O", "H", "O", "C", "O", "O", "H", "O", "C", "O", "O", "H"], "coordinates": [[-4.390, -7.492, 1.664], [-5.136, -7.357, 3.110], [-6.542, -6.732, 2.812], [-7.335, -6.402, 4.058], [-8.736, -5.883, 3.593], [-8.605, -4.547, 2.793], [-7.875, -3.406, 3.589], [-6.499, -3.929, 4.094], [-6.622, -5.257, 4.867], [-7.595, -7.563, 5.003], [-3.413, -7.976, 1.687], [-4.231, -6.535, 1.168], [-5.070, -7.985, 0.969], [-4.573, -6.745, 3.815], [-5.280, -8.355, 3.525], [-7.087, -7.481, 2.238], [-6.450, -5.836, 2.199], [-9.327, -6.634, 3.069], [-9.302, -5.685, 4.503], [-8.230, -4.651, 1.775], [-9.629, -4.202, 2.651], [-7.729, -2.539, 2.946], [-8.459, -3.102, 4.458], [-5.771, -4.000, 3.286], [-6.100, -3.127, 4.714], [-5.632, -5.606, 5.161], [-7.135, -4.999, 5.793], [-8.122, -8.345, 4.456], [-8.213, -7.260, 5.848], [-6.592, -7.888, 5.278], [0.714, -6.981, -6.413], [0.823, -7.421, -7.888], [2.178, -6.976, -8.492], [2.422, -7.176, -10.030], [1.953, -8.608, -10.479], [1.788, -8.791, -12.018], [0.899, -7.670, -12.627], [1.491, -6.347, -12.256], [1.618, -6.106, -10.769], [3.959, -7.063, -10.286], [1.020, -5.945, -6.268], [1.303, -7.609, -5.745], [-0.329, -7.061, -6.106], [-0.004, -6.954, -8.424], [0.628, -8.493, -7.923], [2.828, -7.689, -7.984], [2.363, -5.920, -8.300], [0.962, -8.778, -10.059], [2.629, -9.409, -10.180], [1.376, -9.756, -12.315], [2.710, -8.749, -12.599], [-0.140, -7.506, -12.341], [0.823, -7.796, -13.707], [0.805, -5.609, -12.674], [2.420, -6.169, -12.798], [0.604, -5.960, -10.395], [2.187, -5.234, -10.448], [4.333, -6.085, -9.981], [4.170, -7.172, -11.349], [4.351, -7.874, -9.673], [-11.356, 10.376, -3.010], [-10.286, 9.617, -2.290], [-10.246, 8.053, -2.538], [-9.088, 7.379, -1.853], [-9.423, 7.333, -0.284], [-8.619, 6.293, 0.424], [-8.470, 4.939, -0.276], [-7.975, 4.985, -1.759], [-8.926, 5.940, -2.557], [-7.764, 8.099, -2.018], [-11.305, 11.414, -2.681], [-12.334, 9.949, -2.788], [-11.170, 10.226, -4.073], [-10.504, 9.857, -1.250], [-9.310, 10.041, -2.525], [-10.211, 7.711, -3.572], [-11.208, 7.678, -2.190], [-10.493, 7.130, -0.327], [-9.284, 8.367, 0.033], [-9.149, 6.055, 1.346], [-7.642, 6.697, 0.688], [-9.410, 4.389, -0.326], [-7.759, 4.447, 0.388], [-8.043, 4.054, -2.322], [-6.930, 5.274, -1.869], [-9.897, 5.595, -2.911], [-8.444, 6.253, -3.483], [-7.805, 8.486, -3.036], [-6.958, 7.499, -1.595], [-7.837, 9.017, -1.435], [-3.097, 3.426, -8.575], [-3.093, 2.748, -9.902], [-1.763, 3.162, -10.692], [-1.739, 2.853, -12.196], [-0.363, 3.258, -12.795], [-0.310, 4.852, -12.916], [-1.568, 5.521, -13.510], [-2.967, 5.014, -12.988], [-2.967, 3.471, -13.005], [-1.814, 1.277, -12.448], [-4.093, 3.532, -8.147], [-2.574, 4.382, -8.556], [-2.614, 2.805, -7.820], [-3.943, 3.043, -10.517], [-3.232, 1.684, -9.714], [-0.839, 2.726, -10.314], [-1.665, 4.245, -10.617], [0.473, 2.827, -12.246], [-0.327, 2.848, -13.805], [-0.196, 5.255, -11.910], [0.582, 5.238, -13.410], [-1.438, 6.589, -13.337], [-1.590, 5.504, -14.600], [-3.180, 5.393, -11.988], [-3.713, 5.230, -13.754], [-3.915, 3.036, -12.687], [-2.896, 3.192, -14.056], [-1.743, 1.087, -13.519], [-2.795, 0.919, -12.135], [-1.006, 0.771, -11.921], [9.810, -2.395, 10.260], [8.514, -2.243, 11.101], [7.821, -3.578, 11.328], [6.372, -3.593, 11.834], [6.115, -2.930, 13.191], [6.593, -3.729, 14.396], [6.104, -5.207, 14.323], [6.399, -5.918, 13.039], [5.845, -5.130, 11.897], [5.551, -2.993, 10.632], [10.545, -2.979, 10.815], [10.280, -1.427, 10.092], [9.608, -2.877, 9.303], [7.817, -1.536, 10.651], [8.828, -1.850, 12.068], [8.394, -4.199, 12.016], [7.733, -4.056, 10.351], [6.616, -1.966, 13.103], [5.047, -2.723, 13.119], [7.675, -3.641, 14.494], [6.036, -3.343, 15.249], [6.579, -5.671, 15.187], [5.028, -5.291, 14.479], [7.487, -5.980, 13.016], [5.997, -6.932, 13.030], [6.055, -5.578, 10.926], [4.759, -5.077, 11.967], [5.684, -1.911, 10.593], [4.511, -3.235, 10.847], [5.826, -3.421, 9.668], [9.914, -2.028, 1.928], [10.563, -0.879, 1.082], [9.479, -0.040, 0.334], [10.027, 0.886, -0.818], [10.304, 0.083, -2.138], [9.061, -0.455, -2.897], [8.036, 0.582, -3.057], [7.734, 1.351, -1.789], [8.985, 1.970, -1.176], [11.283, 1.631, -0.406], [10.716, -2.611, 2.380], [9.317, -2.649, 1.259], [9.388, -1.534, 2.745], [11.267, -1.252, 0.338], [11.159, -0.267, 1.758], [8.943, 0.645, 0.990], [8.663, -0.622, -0.095], [11.111, -0.607, -1.893], [10.903, 0.733, -2.776], [8.739, -1.371, -2.400], [9.510, -0.750, -3.845], [7.104, 0.189, -3.461], [8.402, 1.266, -3.823], [7.242, 0.626, -1.141], [7.007, 2.151, -1.926], [8.614, 2.446, -0.268], [9.362, 2.800, -1.773], [11.181, 2.170, 0.536], [11.554, 2.319, -1.207], [12.020, 0.834, -0.316], [0.803, 7.715, 8.533], [0.669, 7.061, 7.164], [0.912, 8.169, 6.096], [1.125, 7.652, 4.629], [0.031, 6.566, 4.378], [-1.374, 7.217, 4.346], [-1.475, 8.132, 3.151], [-0.445, 9.302, 3.363], [1.029, 8.796, 3.563], [2.503, 6.974, 4.440], [0.247, 8.646, 8.640], [1.837, 8.029, 8.677], [0.632, 7.001, 9.339], [-0.339, 6.648, 7.118], [1.389, 6.243, 7.152], [1.819, 8.742, 6.289], [0.094, 8.880, 5.981], [0.071, 5.792, 5.144], [0.246, 6.007, 3.467], [-1.567, 7.729, 5.289], [-2.160, 6.481, 4.179], [-2.458, 8.595, 3.055], [-1.356, 7.652, 2.180], [-0.828, 10.048, 4.060], [-0.481, 9.981, 2.511], [1.688, 9.602, 3.884], [1.422, 8.430, 2.614], [2.497, 6.019, 4.965], [3.245, 7.677, 4.818], [2.745, 6.667, 3.423], [0.693, -0.510, -3.173], [0.880, -0.552, -1.659], [-0.520, -0.558, -0.964], [-0.389, -0.799, 0.562], [0.892, -0.167, 1.264], [1.075, -0.535, 2.678], [1.051, -2.010, 3.014], [-0.206, -2.577, 2.377], [-0.423, -2.300, 0.897], [-1.619, -0.073, 1.156], [0.408, 0.481, -3.527], [0.042, -1.301, -3.544], [1.643, -0.678, -3.681], [1.485, 0.322, -1.416], [1.398, -1.479, -1.414], [-0.927, -1.486, -1.365], [-1.223, 0.217, -1.269], [1.749, -0.541, 0.704], [0.912, 0.913, 1.113], [2.039, -0.204, 3.064], [0.336, -0.066, 3.328], [1.921, -2.353, 2.454], [1.270, -2.223, 4.060], [-0.155, -3.647, 2.582], [-1.155, -2.452, 2.898], [0.370, -2.585, 0.206], [-1.423, -2.517, 0.523], [-1.742, -0.404, 2.187], [-2.542, -0.292, 0.620], [-1.368, 0.985, 1.076], [4.780, -4.834, -0.760], [5.321, -5.964, -1.044], [5.088, -7.006, -0.401], [5.975, -5.830, -2.066], [5.124, -4.917, -1.653], [2.112, 5.973, -2.641], [1.141, 5.703, -3.502], [1.640, 5.689, -4.618], [-0.022, 5.716, -3.099], [2.428, 6.014, -3.546], [0.823, -6.810, 8.188], [0.062, -7.833, 8.514], [-1.044, -7.941, 7.906], [0.484, -8.682, 9.362], [0.291, -6.511, 7.447], [0.135, 1.338, 9.909], [0.193, 2.099, 11.029], [-0.879, 2.649, 11.341], [1.213, 2.138, 11.740], [-0.731, 1.711, 9.727], [-5.380, 2.513, 8.764], [-5.223, 2.463, 7.433], [-6.168, 2.673, 6.708], [-4.084, 2.263, 7.041], [-4.490, 2.610, 9.109], [-7.034, -4.069, -4.059], [-6.124, -3.193, -3.621], [-5.942, -3.196, -2.412], [-5.718, -2.380, -4.414], [-7.151, -4.276, -3.129]], "forces_ev_per_angstrom": [[-1.0, 0.5, 1.2], [0.0, 0.4, -2.2], [1.3, -1.0, 0.6], [-1.7, 1.4, 0.4], [0.9, 1.5, 0.1], [-0.6, 0.4, 0.9], [0.6, -1.7, -0.4], [-0.6, 0.3, -0.5], [0.2, 0.7, -0.5], [0.9, 0.2, -1.0], [-0.3, -0.2, 0.3], [0.0, 0.4, 0.4], [0.1, -0.5, 0.1], [0.2, -0.1, -0.2], [0.2, 0.0, 0.0], [-0.4, 0.1, 0.1], [-0.1, 0.0, 0.3], [0.7, -0.3, -0.2], [0.2, 0.1, 0.2], [0.3, -0.2, 0.2], [-0.2, -0.1, -0.1], [-0.1, -0.1, 0.1], [-0.2, 0.0, -0.1], [-0.1, -0.2, -0.2], [0.2, -0.4, 0.5], [-0.2, -0.3, -0.1], [-0.6, -0.7, -0.1], [0.2, 0.0, -0.1], [0.3, 0.3, -0.1], [-0.4, -0.3, 0.5], [0.1, -0.1, -0.2], [-0.5, 0.9, -0.4], [-0.6, -1.6, -0.2], [-0.5, -1.4, 0.1], [-0.3, 0.0, -1.3], [-1.1, 1.3, -0.4], [0.2, -0.3, 0.2], [0.8, 1.2, -1.1], [0.7, 0.0, 0.3], [-1.6, -0.1, 0.2], [0.0, 0.0, 0.0], [0.1, 0.0, -0.1], [0.1, 0.0, 0.0], [-0.1, 0.1, -0.1], [0.4, 0.0, -0.2], [0.9, 0.7, -0.2], [0.3, -0.2, 0.1], [0.2, 0.2, 0.3], [0.2, 0.5, 0.7], [-0.1, -0.2, 0.8], [0.4, 0.1, 0.4], [-0.3, -1.3, 0.6], [0.3, 0.1, 0.0], [0.1, 0.4, 0.3], [0.3, -0.1, 0.2], [0.1, -0.7, 0.6], [-0.2, 0.5, -0.7], [-0.3, -0.1, 0.3], [-0.2, -0.3, 0.1], [0.4, 0.2, -0.3], [-0.1, -0.7, -0.8], [0.7, -1.0, 0.5], [-0.2, 1.7, 0.1], [-0.2, -1.4, 1.2], [-0.5, -0.2, -2.4], [-0.1, -0.2, 0.0], [0.6, -0.1, -1.0], [-1.4, 1.0, 0.1], [1.4, 1.6, 0.5], [-1.8, 0.9, 0.3], [-0.2, 0.0, -0.4], [-0.1, 0.2, 0.0], [-0.3, 0.7, -0.2], [0.5, -0.6, 0.4], [-0.1, 0.1, 0.0], [0.2, 0.7, -0.3], [0.3, -0.5, 0.4], [0.1, -0.2, 0.5], [0.1, -0.2, 0.2], [0.2, 0.3, 0.2], [0.1, -0.1, 0.1], [-0.1, 0.0, 0.5], [-0.1, -0.7, -0.4], [-0.1, -0.4, 0.5], [-0.1, 0.3, 0.1], [-0.2, -0.3, 1.0], [0.2, -0.1, -0.1], [1.1, -0.7, -0.2], [0.0, 0.0, -0.8], [0.1, -0.2, 0.3], [0.1, 0.2, 1.5], [1.0, 0.0, -1.6], [-1.2, -0.4, -0.2], [-0.3, -2.3, -1.1], [-1.2, 2.3, -1.0], [-0.6, -0.9, 1.0], [-0.4, 0.1, -0.1], [1.7, -1.1, -0.3], [1.1, 0.6, 0.3], [-0.5, 1.5, 0.3], [-0.1, 0.3, -0.4], [-0.2, 0.1, -0.1], [0.4, 0.0, -0.1], [0.0, 0.2, 0.0], [0.4, -0.2, -0.4], [-0.2, -0.1, 0.2], [0.0, -0.1, 0.0], [-0.4, 0.1, 0.4], [-0.2, -0.1, 0.0], [0.0, -0.1, 0.2], [0.0, -0.6, -0.3], [-0.3, 0.0, 0.3], [0.1, -0.6, -0.1], [-0.3, 0.2, -0.2], [-0.2, 0.6, 0.5], [0.4, -0.1, 0.6], [0.7, -0.4, 0.1], [0.2, 0.3, 0.1], [0.2, 0.1, 0.3], [-0.1, 0.3, 0.1], [-0.6, -0.1, 0.4], [0.2, 0.2, 0.5], [-0.3, -0.6, 0.1], [-0.3, -1.6, -2.0], [0.1, 0.6, -1.6], [-1.5, -0.9, -1.0], [0.0, 0.4, 1.1], [1.2, 0.5, 0.4], [0.3, 1.1, -0.7], [-0.3, 0.1, 1.8], [-0.1, -0.2, -0.1], [-0.2, 0.0, -0.1], [0.1, 0.0, 0.0], [0.2, 0.1, -0.1], [-0.2, 0.3, 0.1], [0.1, -0.1, -0.2], [0.2, -0.4, 0.2], [0.0, 0.1, 0.2], [-0.1, -0.2, 0.7], [-0.1, -0.1, 0.3], [0.6, 0.5, 0.1], [-0.1, -0.4, -0.1], [-0.1, 0.5, 0.3], [0.2, -0.4, -0.6], [0.0, 0.1, -0.1], [0.2, 0.2, 0.0], [0.0, 0.3, 0.1], [0.0, -0.1, 0.2], [0.0, 0.2, -0.1], [0.3, -0.3, 0.4], [0.9, 1.2, -0.8], [-0.7, 0.1, -0.4], [0.4, 0.7, -0.1], [-0.7, 0.9, -0.7], [0.7, 0.7, 0.6], [2.4, -1.1, 1.3], [-1.1, 1.4, -1.1], [0.1, -0.4, -0.2], [-1.4, -0.8, 1.0], [-0.1, -1.3, -0.4], [-0.1, -0.1, -0.1], [-0.3, -0.1, 0.5], [-0.5, -0.4, -0.1], [0.0, -0.4, 0.0], [-0.1, 0.3, -0.1], [0.3, 0.1, 0.3], [0.5, -0.4, -0.2], [-0.6, -0.8, 0.3], [-0.5, 0.8, -0.1], [-0.3, 0.0, 0.0], [-0.3, -0.2, -0.1], [0.1, -0.2, 0.0], [0.0, 0.3, -0.1], [0.1, 0.2, 0.6], [0.1, 0.0, -0.3], [0.6, -0.1, 0.4], [0.6, -0.6, -0.3], [-0.3, -0.2, -0.1], [0.0, -0.1, 0.1], [0.3, 0.4, 0.1], [1.0, 0.3, 0.3], [-0.3, 1.0, 0.1], [0.6, -0.8, -1.1], [-0.1, -1.4, -1.0], [-0.7, 0.4, 0.0], [0.4, -0.8, -0.9], [0.7, 2.2, 0.3], [0.0, -0.4, -1.0], [-1.5, 0.1, 0.8], [-0.8, 0.2, 0.7], [-0.5, -0.3, 0.1], [0.3, 0.0, 0.0], [-0.5, 0.2, -0.1], [0.1, -0.1, -0.4], [0.0, 0.0, -0.5], [0.0, -0.1, 0.2], [0.0, -0.2, 0.4], [0.4, 0.4, 0.3], [0.2, 0.6, -0.4], [-0.2, 0.0, -0.1], [0.3, -0.5, 0.6], [-0.1, 0.0, 0.4], [0.5, -0.4, 0.2], [0.3, -0.6, 1.1], [0.6, -0.4, -0.6], [0.0, -0.1, 0.2], [-0.1, -0.4, 0.2], [0.0, 0.4, 0.6], [0.1, -0.3, 0.0], [-0.6, 0.7, -0.3], [0.5, 0.0, -0.4], [-1.0, 0.6, -0.4], [2.2, -1.7, -0.2], [-1.0, 2.3, 1.3], [-0.1, -0.5, -2.1], [-0.4, 0.3, 2.8], [0.2, 0.7, -1.9], [-0.5, -1.9, 0.7], [0.3, 1.7, -0.7], [1.0, -0.5, 0.2], [-0.5, -0.1, 0.1], [-0.3, 0.2, 0.0], [0.2, -0.1, 0.2], [0.0, -0.1, 0.4], [0.1, 0.1, 0.3], [-0.5, 0.0, 0.3], [0.4, 0.4, 0.6], [-0.2, -0.2, -0.2], [-0.5, 0.0, -0.1], [0.1, 0.7, -0.5], [-0.1, 0.4, -0.1], [0.0, -0.9, 0.0], [-0.6, 0.0, -0.1], [0.2, -0.5, -0.9], [0.1, 1.1, 0.3], [-0.1, -1.1, 0.3], [0.2, -0.9, 0.2], [0.1, 0.3, -0.1], [0.3, -0.2, -0.3], [-0.3, -0.1, 0.2], [-3.5, 3.7, 4.0], [-0.3, -9.2, 5.6], [0.3, 0.4, 0.1], [3.7, -1.1, -4.9], [-0.3, 6.4, -4.9], [1.1, 0.0, 3.8], [-5.9, 0.6, 2.7], [0.0, -1.1, -5.2], [-1.1, -0.9, -0.3], [6.0, 1.2, -1.0], [1.6, 2.0, -0.7], [-2.0, -5.4, 2.2], [0.3, 0.9, -0.4], [0.2, 1.8, -0.8], [0.0, 0.8, -0.4], [0.4, -0.1, -1.0], [0.9, 0.7, 3.8], [-1.2, 0.6, -0.8], [1.1, -0.5, -0.9], [-1.0, -0.7, -1.2], [-1.0, 0.3, 2.1], [0.6, 0.4, -1.0], [-3.3, 0.4, -1.0], [3.5, -0.7, -0.6], [0.2, -0.3, 0.1], [-1.1, -1.7, -0.2], [0.3, 2.6, -1.2], [0.7, -0.8, 3.5], [1.7, 1.8, -2.5], [-1.6, -1.8, 0.5]], "lowdin_charge": [-0.061, -0.161, -0.138, -0.241, -0.085, -0.152, -0.152, -0.163, -0.075, 0.028, 0.072, 0.064, 0.066, 0.098, 0.101, 0.138, 0.117, 0.132, 0.128, 0.111, 0.112, 0.117, 0.116, 0.109, 0.127, 0.123, 0.139, 0.111, 0.112, 0.104, -0.079, -0.237, -0.100, -0.222, -0.067, -0.137, -0.192, -0.205, -0.104, 0.053, 0.078, 0.087, 0.086, 0.101, 0.110, 0.137, 0.134, 0.122, 0.135, 0.123, 0.113, 0.121, 0.123, 0.125, 0.118, 0.134, 0.130, 0.107, 0.099, 0.107, -0.098, -0.240, -0.126, -0.240, -0.070, -0.175, -0.157, -0.134, -0.060, 0.019, 0.091, 0.085, 0.083, 0.112, 0.098, 0.128, 0.131, 0.130, 0.124, 0.134, 0.123, 0.122, 0.123, 0.121, 0.108, 0.130, 0.117, 0.114, 0.110, 0.095, -0.106, -0.211, -0.088, -0.216, -0.077, -0.140, -0.172, -0.135, -0.091, 0.037, 0.088, 0.084, 0.089, 0.097, 0.113, 0.136, 0.110, 0.129, 0.122, 0.102, 0.120, 0.114, 0.111, 0.112, 0.122, 0.121, 0.130, 0.097, 0.097, 0.104, -0.081, -0.225, -0.146, -0.207, -0.095, -0.131, -0.192, -0.189, -0.069, 0.037, 0.078, 0.077, 0.075, 0.104, 0.110, 0.128, 0.122, 0.127, 0.142, 0.119, 0.127, 0.120, 0.126, 0.114, 0.139, 0.135, 0.139, 0.101, 0.107, 0.109, -0.065, -0.216, -0.080, -0.229, -0.074, -0.161, -0.212, -0.167, -0.112, 0.012, 0.080, 0.085, 0.079, 0.099, 0.105, 0.130, 0.119, 0.126, 0.129, 0.127, 0.130, 0.129, 0.125, 0.117, 0.132, 0.129, 0.140, 0.117, 0.107, 0.098, -0.093, -0.215, -0.088, -0.225, -0.094, -0.160, -0.184, -0.151, -0.067, 0.018, 0.083, 0.075, 0.098, 0.116, 0.118, 0.127, 0.120, 0.120, 0.135, 0.116, 0.133, 0.113, 0.119, 0.109, 0.110, 0.128, 0.129, 0.100, 0.105, 0.102, -0.104, -0.233, -0.094, -0.229, -0.097, -0.213, -0.161, -0.163, -0.070, 0.030, 0.084, 0.081, 0.073, 0.109, 0.110, 0.126, 0.139, 0.120, 0.137, 0.130, 0.125, 0.123, 0.136, 0.128, 0.120, 0.133, 0.140, 0.098, 0.112, 0.108, 0.079, -0.986, -0.033, -0.002, -0.057, 0.044, -0.956, -0.015, -0.046, -0.026, 0.045, -0.899, -0.122, -0.103, 0.079, 0.024, -0.920, -0.080, -0.093, 0.070, 0.047, -0.991, -0.061, -0.084, 0.090, 0.050, -1.000, -0.072, -0.040, 0.063]}